No. 1
{
  "formula": "C46H49Cl3N6O7P2S4SiV",
  "method": "ωB97M-V with the def2-TZVPD basis set",
  "species": ["V", "C", "C", "P", "C", "C", "C", "C", "C", "C", "C", "C", "C", "C", "C", "C", "C", "P", "C", "C", "C", "C", "C", "C", "C", "C", "C", "C", "C", "C", "H", "H", "H", "H", "H", "H", "H", "H", "H", "H", "H", "H", "H", "H", "H", "H", "H", "H", "H", "H", "H", "H", "H", "H", "H", "H", "S", "C", "Cl", "Si", "Cl", "Cl", "S", "C", "N", "C", "C", "C", "N", "H", "H", "H", "H", "C", "C", "S", "O", "O", "C", "C", "N", "C", "N", "C", "C", "N", "O", "O", "C", "H", "H", "H", "H", "H", "H", "H", "H", "H", "H", "H", "H", "H", "N", "C", "C", "C", "C", "C", "C", "S", "O", "O", "O", "H", "H", "H", "H", "H", "H"],
  "coordinates": [[-0.23964, -0.03965, -0.04502], [3.01565, -1.88682, -1.24128], [2.36670, -2.77442, -0.17438], [0.63098, -2.36268, 0.34731], [0.61621, -3.08309, 2.02716], [0.13685, -2.36820, 3.11389], [0.16574, -2.90316, 4.39388], [0.68135, -4.17119, 4.59446], [1.16150, -4.90356, 3.51396], [1.12831, -4.36543, 2.24012], [-0.28202, -3.65057, -0.58832], [-1.24693, -4.45810, 0.00754], [-1.90852, -5.42452, -0.73648], [-1.61599, -5.59558, -2.08162], [-0.65483, -4.79384, -2.68257], [0.00878, -3.83087, -1.93794], [3.61951, -0.60390, -0.66526], [2.46238, 0.82948, -0.69107], [2.77724, 1.40688, -2.42081], [1.80206, 1.29594, -3.40167], [2.06495, 1.67249, -4.71431], [3.30700, 2.17699, -5.05730], [4.28727, 2.30856, -4.07979], [4.02447, 1.92856, -2.77629], [3.41360, 2.11747, 0.20760], [4.72875, 1.90405, 0.61818], [5.45911, 2.91509, 1.22497], [4.88871, 4.15898, 1.43445], [3.57694, 4.38281, 1.04522], [2.84557, 3.36852, 0.44913], [2.31805, -1.65356, -2.05440], [3.82352, -2.46645, -1.69363], [2.97971, -2.75389, 0.72970], [2.34450, -3.81108, -0.51446], [-0.25175, -1.37201, 2.97278], [-0.20862, -2.32324, 5.22656], [0.71443, -4.59149, 5.59058], [1.56786, -5.89437, 3.66717], [1.49634, -4.95198, 1.40699], [-1.49534, -4.32839, 1.05334], [-2.65631, -6.04413, -0.25972], [-2.12467, -6.35910, -2.65515], [-0.41225, -4.92706, -3.73029], [0.75603, -3.20924, -2.41830], [4.49341, -0.30508, -1.24621], [3.94905, -0.77112, 0.36051], [0.82362, 0.91158, -3.13899], [1.29329, 1.57430, -5.46703], [3.51273, 2.47745, -6.07650], [5.25690, 2.71611, -4.33366], [4.79225, 2.05760, -2.02281], [5.20420, 0.94099, 0.50137], [6.46204, 2.71107, 1.56833], [5.45478, 4.93541, 1.93022], [3.10987, 5.34287, 1.22511], [1.81382, 3.57179, 0.19421], [-2.97057, -1.87493, -0.17593], [-2.00883, -0.84483, 0.70040], [-3.26667, -2.63054, 3.14998], [-3.06305, -0.80041, 2.26004], [-2.33609, 0.43041, 3.77768], [-4.95768, -0.04845, 1.96442], [-1.26799, -0.50568, -2.54209], [-0.69024, -1.36039, -3.84528], [-1.59011, -1.72970, -4.82314], [-1.23866, -2.37673, -5.95326], [0.06474, -2.69142, -6.15885], [0.95770, -2.33156, -5.12296], [0.61021, -1.71711, -4.02426], [-2.55989, -1.51701, -4.63139], [-2.03570, -2.61070, -6.64467], [0.39222, -3.20644, -7.04689], [2.01282, -2.57038, -5.21552], [-2.01056, 2.14747, -5.85000], [-2.79486, 2.35834, -4.56467], [-3.35957, 4.04694, -4.47669], [-2.20196, 4.90173, -4.41919], [-4.34954, 4.24480, -5.50046], [-4.21114, 4.13427, -2.89164], [-3.38234, 4.63185, -1.70279], [-2.21445, 3.79449, -1.39787], [-2.27218, 2.53343, -0.90597], [-1.06055, 1.98952, -0.80993], [-0.18714, 2.94238, -1.27265], [-0.87660, 4.05329, -1.61931], [-0.28836, 5.31937, -1.98445], [0.81616, 5.26641, -2.47048], [-0.89490, 6.33433, -1.70033], [-3.55667, 1.87694, -0.57698], [-1.64992, 1.11882, -5.89056], [-1.15066, 2.81487, -5.88499], [-2.63555, 2.33491, -6.72218], [-2.17639, 2.17729, -3.68541], [-3.68936, 1.73548, -4.51925], [-4.61665, 3.13842, -2.71336], [-5.05022, 4.80541, -3.07291], [-4.01951, 4.63990, -0.81828], [-3.01877, 5.63802, -1.87196], [0.86931, 2.78708, -1.37475], [-4.14221, 2.46867, 0.12751], [-3.35859, 0.91027, -0.13872], [-4.15842, 1.70422, -1.47153], [0.25083, 0.97849, 1.84734], [1.49800, 1.02086, 2.60860], [1.81487, 2.13731, 3.36840], [3.02017, 2.19162, 4.05115], [3.91520, 1.13251, 3.97671], [3.58050, 0.00825, 3.23998], [2.37460, -0.04684, 2.56033], [5.51505, 1.21495, 4.80117], [5.85314, 2.62862, 4.76113], [5.24478, 0.69598, 6.12783], [6.35262, 0.36578, 3.96600], [-0.03147, 1.94589, 1.69472], [-0.46904, 0.62058, 2.47151], [1.12464, 2.97393, 3.41084], [3.29804, 3.06810, 4.62103], [4.29110, -0.80771, 3.19278], [2.12576, -0.91733, 1.97300]],
  "forces_ev_per_angstrom": [[0.6, 0.8, -0.5], [0.0, 0.0, 0.0], [0.0, 0.0, 0.0], [0.3, -0.7, 0.1], [0.0, 0.0, 0.0], [0.0, 0.0, 0.0], [0.0, 0.0, 0.0], [0.0, 0.0, 0.0], [0.0, 0.0, 0.0], [0.0, 0.0, 0.0], [0.1, 0.0, 0.0], [0.0, 0.1, 0.0], [0.0, 0.0, 0.0], [0.0, 0.0, 0.0], [0.0, 0.0, 0.0], [0.1, 0.0, 0.0], [0.0, 0.0, 0.0], [0.1, 0.0, -0.2], [0.1, -0.1, 0.0], [-0.1, 0.0, 0.0], [0.0, 0.0, 0.0], [0.0, 0.0, 0.0], [0.0, 0.0, 0.0], [0.0, 0.0, 0.0], [-0.1, -0.1, 0.2], [0.0, 0.0, 0.0], [0.0, 0.0, 0.1], [0.0, 0.0, 0.0], [0.0, 0.0, 0.0], [0.0, 0.0, 0.0], [0.0, 0.0, 0.0], [0.0, 0.0, 0.0], [0.0, 0.0, 0.0], [0.0, 0.0, 0.0], [0.0, 0.1, 0.0], [0.0, 0.0, 0.0], [0.0, 0.0, 0.0], [0.0, 0.0, 0.0], [0.0, 0.0, 0.0], [0.0, 0.0, 0.0], [0.0, 0.0, 0.0], [0.0, 0.0, 0.0], [0.0, 0.0, 0.0], [0.0, -0.1, 0.2], [0.0, 0.0, 0.0], [0.0, 0.0, 0.0], [0.0, 0.0, 0.0], [-0.1, 0.0, 0.0], [0.0, 0.0, 0.0], [0.0, 0.0, 0.0], [0.0, 0.0, 0.0], [0.0, 0.0, 0.0], [0.0, 0.0, 0.1], [0.0, 0.0, 0.0], [0.0, 0.0, 0.0], [0.0, 0.0, 0.0], [0.0, 0.0, 0.0], [-0.9, -0.2, 0.3], [0.0, 0.0, 0.0], [0.0, -0.2, -0.1], [0.0, 0.0, 0.1], [0.0, 0.0, 0.0], [-0.1, 0.0, 0.0], [0.2, 0.0, 0.0], [0.0, 0.0, 0.1], [0.0, 0.0, 0.0], [0.0, 0.0, 0.1], [0.0, 0.0, -0.1], [-0.1, 0.2, -0.1], [0.0, 0.0, 0.0], [0.0, 0.0, 0.0], [0.0, 0.0, 0.0], [0.0, 0.0, 0.0], [0.0, 0.0, 0.0], [0.0, 0.1, 0.0], [0.1, 0.1, 0.1], [0.1, 0.1, 0.1], [0.0, -0.1, 0.0], [0.2, -0.1, 0.1], [0.0, -0.1, -0.2], [0.0, 0.1, 0.1], [0.0, -0.1, -0.1], [0.0, 0.1, 0.1], [-0.1, -0.1, -0.2], [-0.1, 0.0, -0.1], [0.0, -0.1, 0.2], [0.1, 0.0, -0.1], [-0.2, 0.0, -0.1], [0.0, 0.0, 0.0], [0.0, 0.0, 0.0], [0.0, 0.0, 0.0], [0.0, 0.0, 0.0], [0.0, 0.0, 0.1], [0.0, 0.0, 0.0], [-0.1, 0.1, -0.1], [0.0, 0.1, 0.0], [0.0, 0.0, 0.0], [0.0, 0.0, 0.0], [0.0, 0.0, 0.1], [0.0, 0.0, 0.0], [0.0, 0.0, 0.0], [0.0, 0.0, 0.1], [0.0, 0.1, 0.2], [0.0, 0.0, -0.1], [-0.1, 0.0, 0.0], [0.0, 0.0, -0.1], [0.0, 0.0, 0.0], [0.0, 0.0, 0.1], [0.0, 0.0, 0.0], [0.0, 0.0, 0.0], [0.0, 0.0, -0.1], [0.0, -0.1, 0.0], [0.0, 0.0, 0.0], [0.0, 0.0, -0.1], [-0.1, 0.1, 0.1], [0.0, 0.0, 0.0], [0.0, 0.0, 0.0], [0.0, 0.0, 0.0], [0.0, 0.0, 0.0]],
  "orbital_gap_ev": [5.765, 5.761],
  "multiplicity": 4
}



No. 2
{
  "formula": "C27H55Cl9N4O13",
  "method": "ωB97M-V with the def2-TZVPD basis set",
  "species": ["C", "C", "O", "C", "O", "O", "C", "H", "H", "H", "H", "H", "H", "H", "H", "C", "C", "O", "C", "O", "O", "C", "H", "H", "H", "H", "H", "H", "H", "H", "C", "C", "O", "C", "O", "O", "C", "H", "H", "H", "H", "H", "H", "H", "H", "Cl", "C", "Cl", "Cl", "H", "Cl", "C", "Cl", "Cl", "H", "Cl", "C", "Cl", "Cl", "H", "C", "N", "C", "C", "O", "H", "H", "H", "H", "H", "H", "H", "C", "N", "C", "C", "O", "H", "H", "H", "H", "H", "H", "H", "C", "N", "C", "C", "O", "H", "H", "H", "H", "H", "H", "H", "C", "N", "C", "C", "O", "H", "H", "H", "H", "H", "H", "H"],
  "coordinates": [[-13.45257, -14.32548, 14.11355], [-12.02048, -13.98281, 13.76424], [-11.75371, -12.64683, 14.05069], [-11.39790, -11.77359, 13.08321], [-11.33530, -11.98270, 11.89047], [-11.08389, -10.63408, 13.68670], [-10.77987, -9.50702, 12.82234], [-13.56650, -15.37501, 14.07989], [-14.09436, -14.01811, 13.29771], [-13.79387, -13.84969, 15.08640], [-11.96461, -14.23846, 12.73114], [-11.34530, -14.58712, 14.41471], [-10.47491, -8.72723, 13.53998], [-11.73052, -9.17023, 12.38381], [-10.13409, -9.76327, 12.05395], [-23.58652, -17.41388, 13.33389], [-22.05086, -17.34920, 13.05038], [-21.70047, -16.08609, 12.51670], [-21.64127, -16.06333, 11.19845], [-21.98082, -16.91586, 10.43332], [-21.10936, -14.87537, 10.75401], [-20.85679, -13.77305, 11.60148], [-23.87819, -18.23111, 13.94783], [-24.09190, -17.65344, 12.38369], [-23.90588, -16.52074, 13.80762], [-21.71577, -18.15777, 12.47210], [-21.54411, -17.40268, 14.00322], [-20.65426, -14.15284, 12.64030], [-21.74304, -13.11063, 11.60428], [-20.02949, -13.18827, 11.27446], [-15.63951, -22.16144, 10.78862], [-15.30365, -20.67861, 10.47453], [-13.81966, -20.53396, 10.36025], [-13.54782, -19.66717, 9.41070], [-14.23678, -19.02839, 8.60891], [-12.20040, -19.55252, 9.39327], [-11.77886, -18.56130, 8.49768], [-15.32973, -22.32895, 11.76666], [-15.09345, -22.86244, 10.15608], [-16.73519, -22.19304, 10.59569], [-15.68545, -20.08572, 11.29142], [-15.73154, -20.30643, 9.60969], [-10.71180, -18.68286, 8.33924], [-12.05037, -17.58651, 8.87086], [-12.31737, -18.72011, 7.53233], [-19.69522, -11.78848, 5.72621], [-19.95780, -12.56450, 7.23101], [-21.66799, -13.14666, 7.29056], [-19.59236, -11.34195, 8.54409], [-19.30531, -13.39612, 7.29387], [-15.96953, -12.84707, 5.17635], [-16.52012, -11.82598, 3.89107], [-17.03264, -12.73157, 2.41204], [-15.29763, -10.61794, 3.52234], [-17.43506, -11.34079, 4.21316], [-18.92558, -16.21247, 13.98488], [-17.92243, -16.90406, 12.72819], [-18.68847, -18.29562, 12.01676], [-16.34080, -17.20767, 13.30938], [-17.81464, -16.21867, 11.91305], [-21.93245, -21.01208, 8.91586], [-21.13320, -21.11655, 7.73002], [-19.92082, -21.74318, 7.73797], [-19.11305, -21.83549, 6.46847], [-19.46974, -22.32136, 8.74222], [-21.36127, -21.44627, 9.78528], [-22.83585, -21.58851, 8.89832], [-22.26135, -20.01744, 9.11360], [-21.33265, -20.43232, 6.98617], [-19.70388, -21.70343, 5.57632], [-18.58454, -22.80945, 6.35322], [-18.45708, -21.00149, 6.43269], [-13.54190, -16.02545, 10.88781], [-14.31484, -15.35965, 9.92607], [-13.64279, -14.70864, 8.90743], [-14.50783, -14.01313, 7.85431], [-12.41069, -14.62437, 8.89911], [-14.09371, -15.99249, 11.87287], [-12.61092, -15.56076, 10.94107], [-13.29521, -17.07905, 10.65559], [-15.34534, -15.32805, 10.00903], [-15.05052, -14.78585, 7.25767], [-13.87928, -13.51613, 7.11370], [-15.33577, -13.39972, 8.33593], [-20.50787, -16.98592, 4.51017], [-21.63998, -16.72430, 5.39947], [-22.10196, -17.67549, 6.21001], [-23.25377, -17.30293, 7.18104], [-21.69694, -18.81814, 6.21096], [-20.88289, -17.46332, 3.54224], [-19.85200, -17.62025, 5.05911], [-20.16826, -15.97119, 4.24403], [-22.01803, -15.80355, 5.52692], [-24.25485, -17.51958, 6.73972], [-23.28849, -16.23044, 7.50291], [-23.13168, -17.94916, 8.06083], [-16.68940, -17.83060, 7.05352], [-16.76738, -17.17987, 8.37222], [-17.65498, -16.29839, 8.89986], [-19.06148, -16.20156, 8.28984], [-17.37910, -15.72180, 9.94586], [-15.70389, -17.59427, 6.72653], [-17.37066, -17.30231, 6.32987], [-16.79507, -19.00144, 7.02542], [-16.09365, -17.45171, 9.05902], [-19.52494, -15.33502, 8.73361], [-19.56943, -17.13155, 8.59898], [-19.09976, -16.21788, 7.18777]],
  "forces_ev_per_angstrom": [[-0.5, 1.6, 0.8], [-0.5, -1.5, 1.1], [0.4, 1.7, -0.2], [0.2, -0.7, -0.6], [-0.3, 0.0, 1.0], [0.1, 0.3, -0.1], [-2.5, 0.5, 2.1], [-0.1, -1.3, 0.6], [-0.3, 0.6, 0.0], [0.4, -0.8, -1.1], [1.0, 0.1, -0.8], [-0.2, 0.4, -0.8], [0.4, -0.4, -0.7], [0.3, -0.1, 0.0], [1.5, -0.4, -1.2], [1.2, -0.7, -2.0], [-2.1, 0.2, 2.5], [0.0, -0.2, -0.3], [0.7, 2.0, -0.5], [0.1, -0.2, -0.1], [-0.3, -1.2, -0.8], [-1.2, -0.4, 2.2], [0.2, -0.8, 0.8], [-0.1, 0.8, 0.2], [-0.4, 0.9, 0.1], [0.4, -0.8, -1.1], [0.3, 0.1, 0.2], [-0.2, 0.7, -1.0], [0.3, -0.3, 0.1], [0.8, 0.0, -0.7], [-0.6, 1.9, -2.3], [1.3, -2.3, 1.7], [-2.7, 0.5, -0.3], [1.8, 1.2, -1.3], [-0.1, -1.3, 1.9], [-0.8, -0.4, 0.5], [-0.1, 0.0, -1.9], [0.0, -0.6, 1.9], [-0.2, 0.2, -0.3], [0.7, -0.6, 0.5], [0.3, 0.4, 0.4], [-0.8, 0.4, -1.9], [0.0, 0.1, 0.2], [0.2, 0.4, 0.0], [0.7, 0.3, 0.6], [0.2, 0.4, -1.2], [-1.2, 1.2, 0.9], [0.8, 0.2, 0.3], [-0.3, -1.2, -0.6], [0.5, -0.7, 0.5], [0.0, -0.5, 0.2], [-0.6, 0.2, -0.7], [0.4, 0.2, 0.6], [-0.1, 0.0, -0.2], [0.3, 0.2, 0.1], [-0.1, 0.3, 0.4], [-0.5, 0.5, -0.4], [-0.2, -0.8, -0.2], [1.2, -0.5, 0.5], [-0.1, 0.6, -0.2], [0.9, -1.1, 1.5], [0.7, 0.3, -1.0], [0.2, -1.4, 1.4], [-0.6, -0.6, -0.6], [-0.6, 0.7, -0.8], [-0.4, 0.8, -0.9], [-0.6, -0.6, -0.5], [0.2, 1.0, 0.2], [0.1, -0.6, 0.5], [-0.6, 0.0, -0.3], [-0.3, 0.9, 0.6], [1.1, 0.6, 0.2], [-1.3, -1.7, 2.0], [-0.9, 1.0, -2.0], [0.3, 0.6, 0.6], [-1.2, -0.8, 0.1], [-1.3, -0.4, -0.3], [0.8, -0.1, -1.0], [1.5, 1.0, 0.4], [-0.5, 0.2, 0.0], [0.9, -0.1, -0.3], [0.3, 0.2, 0.5], [-0.1, 0.4, 0.5], [1.3, -0.4, -0.7], [-2.1, 1.1, -1.4], [0.1, 0.0, -0.1], [-2.0, 0.5, 1.3], [-0.2, 0.5, -0.1], [0.7, -0.7, -0.5], [0.7, 0.3, 1.3], [0.9, -0.3, -0.1], [0.6, -0.7, 0.1], [0.1, 0.1, -0.2], [0.8, 0.0, 0.1], [0.3, -0.9, -0.3], [-0.1, 0.4, -0.2], [-1.0, -0.5, -0.1], [-0.9, -0.2, -0.2], [-0.6, -1.1, -1.0], [0.9, -0.6, -0.2], [0.0, 0.4, 0.4], [0.9, -0.2, -0.5], [0.4, -0.8, 0.8], [-0.2, 2.4, 0.3], [0.9, -0.1, -0.1], [-0.4, 0.1, 0.0], [0.0, 0.5, 0.1], [0.2, 0.3, 0.4]],
  "smiles": "CCOC(=O)OC.CCOC(=O)OC.CCOC(=O)OC.ClC(Cl)Cl.ClC(Cl)Cl.ClC(Cl)Cl.CNC(C)=O.CNC(C)=O.CNC(C)=O.CNC(C)=O",
  "orbital_gap_ev": 9.108
}



No. 3
{
  "formula": "C4H11N3",
  "method": "ωB97M-V with the def2-TZVPD basis set",
  "species": ["N", "C", "C", "N", "C", "C", "N", "H", "H", "H", "H", "H", "H", "H", "H", "H", "H", "H"],
  "coordinates": [[1.00825, 1.95093, -2.10657], [0.30577, 1.58269, -0.95158], [0.34733, 0.39766, -0.29802], [1.57604, -0.31865, -0.15884], [-0.87149, -0.40337, 0.02448], [-1.03649, -0.74372, 1.52496], [-1.38633, -2.12174, 1.80561], [1.42416, 1.18305, -2.60500], [0.48386, 2.58378, -2.68131], [-0.63316, 2.07736, -0.72136], [2.42078, 0.16747, -0.42016], [1.67477, -0.55915, 0.81982], [-0.76693, -1.35459, -0.49793], [-1.77072, 0.09224, -0.32525], [-1.66540, -0.04688, 2.07203], [-0.07654, -0.50240, 2.01580], [-0.64183, -2.79341, 1.86667], [-2.04407, -2.21394, 2.55980]],
  "forces_ev_per_angstrom": [[0.9, 0.8, 1.0], [-2.2, -1.7, -0.1], [1.8, 0.9, -0.6], [-0.3, -0.8, -0.1], [-0.3, 0.3, 1.6], [1.7, 0.0, 0.6], [-1.1, 0.1, -0.3], [-0.1, 0.0, -0.1], [0.2, 0.0, -0.2], [-0.1, 0.4, -0.9], [-0.2, 0.4, -0.1], [0.1, -0.3, -0.1], [0.0, 0.0, -0.2], [-0.1, 0.0, -0.2], [-0.7, -0.1, -0.3], [0.1, -0.1, -0.2], [0.2, 0.2, 0.1], [0.1, -0.2, 0.1]],
  "smiles": "N/C=C(\\N)CCN",
  "orbital_gap_ev": 7.924
}



The calculation returns the following relative energy (zero: lowest compared OMol25 entry of this formula, charge and spin) values, one per record and in order: 0.0000, 0.3627, 2.5689 eV.